(1)
{"formula": "C16H48BFN22O11", "method": "wB97M-V/def2-TZVPD", "elements": ["F", "O", "O", "O", "O", "O", "O", "O", "O", "O", "O", "O", "N", "N", "N", "N", "N", "N", "N", "N", "N", "N", "N", "N", "N", "N", "N", "N", "N", "N", "N", "N", "N", "N", "C", "C", "C", "C", "C", "C", "C", "C", "C", "C", "C", "C", "C", "C", "C", "C", "B", "H", "H", "H", "H", "H", "H", "H", "H", "H", "H", "H", "H", "H", "H", "H", "H", "H", "H", "H", "H", "H", "H", "H", "H", "H", "H", "H", "H", "H", "H", "H", "H", "H", "H", "H", "H", "H", "H", "H", "H", "H", "H", "H", "H", "H", "H", "H", "H"], "positions_angstrom": [[-2.043223, 4.156613, -1.029739], [1.359004, -6.186377, 7.852659], [3.521087, -4.552125, -2.645698], [-4.015644, 6.054507, 1.421746], [4.641190, -4.340053, 0.507330], [1.761091, 2.914565, 0.067109], [3.973520, -3.684798, 9.822740], [4.302785, -5.658795, 5.151542], [3.064115, 0.401373, 0.020611], [-5.430951, 7.933324, -10.078479], [-6.463653, 3.240231, -7.433714], [-2.763534, 3.347893, -5.293879], [-6.021019, 6.526570, -8.392491], [-3.350207, 7.007761, -0.527098], [4.806447, -4.846460, 11.587535], [4.218612, -5.800624, 2.196056], [-4.539254, 8.228876, 1.032813], [4.306279, -6.511180, -0.001355], [4.931011, -4.334491, 6.887285], [-7.684956, 2.950951, -5.540671], [-0.771531, 0.326178, -2.153097], [3.183350, -5.769056, 10.225876], [1.746331, -4.138315, -3.999597], [-1.919146, 3.294269, -7.400375], [-0.788656, -6.868736, 7.603736], [-5.676840, 5.714958, -10.514206], [-5.374840, 2.915285, -5.475195], [-0.018408, 5.950022, -2.972254], [2.090729, -2.871669, -2.100462], [6.342173, -4.663486, 5.092287], [3.249988, -1.784942, 0.619786], [-1.174180, 1.816847, -5.786734], [4.694840, -0.875433, -0.907481], [-0.311541, -4.715962, 8.290957], [-5.691652, 6.808129, -9.686934], [-0.501441, 2.985033, 1.208571], [-0.568220, 5.006443, -2.593861], [-1.182828, 3.825164, -2.021297], [-0.548687, 1.441432, -1.902523], [3.984789, -4.704558, 10.499482], [-0.137033, 2.791834, -1.601256], [2.521882, -3.895174, -2.893041], [5.132351, -4.932615, 5.682263], [-3.970690, 7.028796, 0.691770], [0.163701, -5.939443, 7.912694], [-1.996465, 2.849342, -6.117147], [-1.831691, 2.195094, 1.164181], [-6.499598, 3.046238, -6.221525], [4.403016, -5.481132, 0.886858], [3.632633, -0.681026, -0.079331], [0.397971, 2.911548, -0.071806], [2.003476, 1.975709, 0.148498], [-5.442458, 5.867666, -11.475374], [4.280217, -5.066107, 2.877104], [-2.515111, 4.057622, -7.665199], [-7.738106, 2.793707, -4.553497], [-0.471936, -7.775653, 7.319259], [2.029805, -4.882167, -4.606904], [4.112976, -7.454700, 0.270932], [-4.510355, 9.038389, 0.444572], [3.178873, -6.608604, 10.771079], [4.829704, -5.671600, 12.153557], [0.362126, -4.009189, 8.521407], [2.566943, -5.698186, 9.428122], [2.623928, -2.652010, -1.269487], [-4.480821, 2.987891, -5.943740], [-5.002445, 8.282877, 1.918955], [2.477425, -1.693081, 1.251750], [5.162395, -1.760998, -0.996591], [-2.016147, 1.777023, 2.141019], [-2.922457, 6.146398, -0.809439], [-1.851912, 1.401943, 0.431913], [5.010964, -0.093182, -1.447369], [5.606706, -3.739113, 7.324692], [-1.771574, -6.683268, 7.644583], [1.270547, -2.331393, -2.303125], [-1.776575, 3.399666, -2.822426], [4.022650, -6.728830, 2.516750], [-0.539759, 1.379303, -6.426275], [-0.709876, 4.023438, 1.451843], [3.724327, -2.671613, 0.529453], [-6.046699, 7.288408, -7.743670], [6.529337, -5.087356, 4.203543], [-3.304780, 7.800556, -1.137134], [0.093739, 2.605757, 2.028858], [0.923071, -3.612603, -4.218769], [-1.226898, 1.487914, -4.838950], [4.058941, -4.501108, 7.357766], [-2.651914, 2.872309, 0.990673], [4.426369, -6.289682, -0.974510], [5.407298, -4.078495, 11.815754], [-5.892411, 4.787182, -10.198349], [-6.235166, 5.596457, -8.075961], [-1.287104, -4.497039, 8.343991], [7.034495, -4.070877, 5.506645], [-5.386819, 2.755199, -4.487073], [0.724721, 2.955634, -2.233305], [-1.301534, 2.898207, -8.081933], [-8.531183, 3.044774, -6.068285]], "forces_ev_per_angstrom": [[-0.4669, 0.4189, 0.8353], [0.0543, -0.0040, 0.1852], [0.0104, -0.0778, -0.0528], [-0.0043, 0.0238, -0.0080], [0.0627, 0.4734, 0.1116], [-0.7129, -0.2098, -0.2859], [0.0753, 0.0034, -0.0534], [0.0417, 0.0661, -0.1231], [-0.1962, 0.2304, -0.0602], [0.0053, -0.0656, -0.0086], [-0.0563, 0.2177, -0.0793], [0.5241, -0.0368, -0.0861], [0.0049, -0.0786, 0.0416], [-0.0604, 0.0023, 0.0618], [-0.0095, 0.0773, -0.0750], [0.1347, 0.2684, -0.3751], [0.0106, -0.0571, -0.0112], [0.1321, 0.1062, -0.0099], [-0.1027, -0.1781, -0.2235], [0.0387, 0.0282, -0.1288], [0.2194, 1.6860, 0.2853], [-0.0313, 0.2483, -0.0475], [0.0767, -0.0105, 0.0415], [-0.1245, 0.0017, 0.1353], [0.0943, 0.0242, 0.0362], [0.0547, -0.0284, -0.0146], [-0.3940, -0.1165, -0.5397], [-0.6284, -0.9051, 0.1880], [0.1982, -0.1437, 0.0221], [-0.0821, -0.0536, -0.0368], [-0.1185, 0.2602, -0.2603], [-0.0402, 0.0679, 0.1503], [0.0176, 0.0841, -0.0217], [0.0885, -0.0958, 0.0124], [-0.0378, -0.0366, 0.0375], [-0.4567, -0.6814, -0.5507], [1.1242, 1.7432, 0.0029], [-0.2073, -1.0847, -1.2555], [-0.3716, -2.1840, -0.3045], [-0.0853, -0.1795, 0.0703], [-0.0638, 0.5165, 0.1126], [-0.1506, 0.1510, 0.0743], [0.0961, 0.1131, 0.1958], [0.0360, 0.0235, -0.0614], [-0.1660, 0.1320, -0.0319], [0.1993, 0.0633, 0.0061], [0.2002, 0.7216, 0.3552], [0.0825, -0.0733, 0.2041], [-0.1960, -0.5345, -0.0346], [0.0952, -0.2908, 0.2321], [0.3641, 0.3684, 0.7125], [1.1184, -0.2829, 0.0830], [-0.0040, 0.0369, -0.0350], [-0.0796, -0.1277, 0.1995], [0.0067, 0.0262, -0.0082], [0.0176, -0.0061, 0.0345], [0.0302, -0.0196, -0.0266], [0.0255, -0.0296, -0.0086], [-0.0102, -0.0173, 0.0505], [0.0098, 0.0180, -0.0182], [0.0432, -0.0299, 0.0136], [-0.0075, -0.0329, 0.0057], [0.0247, 0.0255, -0.0124], [-0.0190, -0.2094, -0.1193], [-0.2655, -0.1089, -0.2389], [-0.2741, 0.1262, 0.4411], [-0.0082, -0.0166, 0.0386], [-0.0029, 0.0496, 0.0284], [-0.0530, -0.0347, 0.0527], [-0.0730, -0.3709, 0.2838], [0.0204, -0.0420, 0.0102], [0.0000, -0.2686, -0.1953], [-0.0059, 0.0287, -0.0237], [-0.0367, 0.0269, 0.0907], [-0.0256, 0.0193, -0.0150], [-0.0295, 0.0404, 0.0073], [-0.3441, -0.1162, -0.3047], [-0.0098, 0.0054, 0.1133], [0.0204, 0.0071, -0.0276], [-0.0032, 0.3176, 0.0126], [0.2537, -0.3120, 0.2972], [0.0085, 0.0601, -0.0113], [0.0161, -0.0252, -0.0179], [0.0166, 0.0243, -0.0051], [0.3832, 0.0191, 0.2082], [-0.0328, 0.0223, 0.0183], [0.0330, -0.1575, -0.0187], [0.0176, 0.0397, 0.1010], [-0.3577, 0.1029, -0.3015], [-0.1311, 0.1283, -0.0659], [0.0104, 0.0360, 0.0005], [-0.0313, 0.0124, 0.0551], [-0.0123, -0.1233, 0.0514], [-0.0270, 0.0068, -0.0050], [0.0093, 0.0323, 0.0104], [0.0566, 0.0325, 0.0478], [0.4473, 0.1128, -0.1167], [0.0129, -0.0225, -0.0211], [-0.0163, 0.0017, -0.0291]], "mulliken_charge": [-0.242, -0.689, -0.645, -0.632, -0.775, -0.557, -0.669, -0.663, -0.764, -0.656, -0.698, -0.732, -0.320, -0.320, -0.399, -0.242, -0.399, -0.387, -0.287, -0.402, -0.621, -0.267, -0.399, -0.407, -0.426, -0.345, -0.204, -0.455, -0.226, -0.367, -0.260, -0.389, -0.253, -0.358, 0.545, -0.471, -0.177, 0.658, -0.307, 0.634, 0.697, 0.547, 0.667, 0.584, 0.662, 0.828, -1.034, 0.606, 0.644, 0.331, 0.183, 0.414, 0.200, 0.099, 0.232, 0.157, 0.222, 0.232, 0.161, 0.156, 0.154, 0.157, 0.232, 0.217, 0.222, 0.128, 0.232, 0.127, 0.203, 0.363, 0.204, 0.275, 0.191, 0.135, 0.154, 0.173, 0.136, 0.122, 0.160, 0.347, 0.347, 0.182, 0.232, 0.166, 0.403, 0.153, 0.188, 0.121, 0.214, 0.271, 0.230, 0.188, 0.216, 0.165, 0.155, 0.162, 0.271, 0.157, 0.232], "e_tot_ev": -76080.9272, "multiplicity": 1, "lumo_ev": 0.36, "homo_lumo_gap_ev": 9.853}

(2)
{"formula": "C16H48F6O8P", "method": "wB97M-V/def2-TZVPD", "elements": ["P", "F", "F", "F", "F", "F", "F", "O", "O", "O", "O", "O", "O", "O", "O", "C", "C", "C", "C", "C", "C", "C", "C", "C", "C", "C", "C", "C", "C", "C", "C", "H", "H", "H", "H", "H", "H", "H", "H", "H", "H", "H", "H", "H", "H", "H", "H", "H", "H", "H", "H", "H", "H", "H", "H", "H", "H", "H", "H", "H", "H", "H", "H", "H", "H", "H", "H", "H", "H", "H", "H", "H", "H", "H", "H", "H", "H", "H", "H"], "positions_angstrom": [[-5.306941, -3.551073, 14.231273], [-5.592594, -2.043262, 14.692854], [-4.991537, -5.068294, 13.762647], [-6.896803, -3.856148, 14.058727], [-5.376825, -4.003463, 15.762554], [-5.265621, -3.056275, 12.680045], [-3.697754, -3.301938, 14.339908], [-2.372276, -2.039264, 11.515664], [-2.298319, -3.316174, 16.783501], [-6.661097, -5.256141, 18.952180], [-7.625913, -2.815523, 16.922872], [-8.468066, -3.036403, 11.799184], [-2.224936, 1.226153, 16.357360], [-0.536688, -7.532316, 16.151610], [-4.978014, -2.109535, 18.178193], [-7.588170, -4.490042, 10.074358], [-8.278561, -1.564360, 17.108865], [-8.079006, -3.103301, 10.434455], [-6.432593, -6.298740, 18.015015], [-0.984560, -3.284271, 16.246235], [-2.026322, -0.342900, 14.481369], [-0.060577, -2.573552, 17.214177], [-1.390409, -7.636933, 14.978982], [-2.619040, -0.041677, 15.837202], [-0.701945, -6.845029, 13.898116], [-3.682603, -3.258890, 9.882655], [-9.471923, -1.768215, 18.012931], [-2.776299, -7.158175, 15.324396], [-7.603859, -6.474182, 17.078799], [-2.363284, -3.178682, 10.632914], [-2.052525, -4.427147, 11.452775], [-3.100293, -2.161155, 12.136860], [-1.323520, -6.812511, 12.998874], [-3.505220, -7.110730, 14.516540], [-2.842661, -4.636089, 12.177694], [-6.678831, -4.724830, 10.634324], [-7.685171, -3.233395, 12.328192], [0.230945, -7.332379, 13.613064], [-4.222876, -2.438392, 17.677385], [-7.570276, -0.816758, 17.480658], [-0.986253, -0.671859, 14.466110], [-7.848577, -5.508040, 16.633007], [-8.979145, -2.845624, 9.874652], [-6.418312, -4.432287, 18.511581], [0.837854, -2.275760, 16.671737], [-3.704835, -0.049089, 15.764917], [-4.494412, -3.503319, 10.557037], [-9.914922, -0.821985, 18.317967], [-1.134476, -4.280632, 12.020105], [-2.717877, -6.150489, 15.750875], [-1.991154, -5.281497, 10.771887], [0.187463, -3.202303, 18.068219], [-0.964989, -2.764312, 15.284392], [-1.530884, -2.997200, 9.951188], [-7.305056, -2.351005, 10.243394], [-0.523267, -5.817851, 14.211618], [-2.896768, -3.493705, 16.047579], [-0.561740, -1.689316, 17.612948], [-6.241242, -7.209753, 18.594856], [-8.514431, -6.785973, 17.593329], [-2.098696, 0.544542, 13.845996], [-5.516841, -6.177151, 17.423668], [-1.267412, 1.237397, 16.450412], [-7.392278, -4.615466, 9.008216], [-8.334877, -5.220604, 10.393759], [-0.636899, -4.317516, 16.119679], [-2.629641, -1.103846, 13.987080], [-7.329228, -2.949231, 16.017169], [-0.956025, -8.025319, 16.862861], [-2.370532, -0.833154, 16.554130], [-9.211610, -2.354808, 18.899051], [-8.631960, -1.185568, 16.142719], [-3.201032, -7.773207, 16.125961], [-10.198830, -2.408160, 17.504473], [-3.633990, -4.028420, 9.105106], [-3.833795, -2.300873, 9.384117], [-7.323833, -7.186642, 16.299645], [-1.381989, -8.706408, 14.734975], [-5.744569, -2.223598, 17.600869]], "forces_ev_per_angstrom": [[0.1050, -0.5876, -0.8505], [-0.1286, 0.2680, -0.0262], [-0.0544, 0.1159, 0.0426], [-0.0408, 0.2727, 0.2556], [0.2310, -0.3521, 0.3445], [0.0835, 0.0015, 0.0432], [0.0110, 0.1697, 0.0737], [0.1322, -0.0861, -0.4150], [-0.1050, 0.0355, 0.0138], [0.4246, -0.0909, -0.2271], [0.0691, -0.0925, 0.4141], [0.0679, -0.0007, -0.1791], [-0.0586, 0.2274, 0.0119], [-0.0995, 0.1200, -0.2694], [-0.0400, 0.0821, 0.1218], [-0.0099, -0.2575, 0.2603], [-0.0900, 0.0608, -0.6790], [-0.0666, 0.0917, 0.3333], [0.0923, -0.4192, 0.2934], [0.0961, -0.2353, 0.2829], [-0.3454, 0.2582, -0.6242], [-0.2543, 0.0856, -0.0074], [0.5625, -0.3058, 0.6579], [0.2644, -0.4710, 0.3222], [-0.2135, -0.2198, -0.5298], [0.6402, -0.1263, -0.5239], [0.0196, -0.6421, 0.2067], [-0.3925, 0.4198, 0.6672], [-0.1079, 0.2164, -0.1285], [-0.1348, 0.1713, 1.0581], [-0.3197, 0.0094, -0.3111], [-0.0778, -0.0854, 0.0172], [-0.0369, 0.0188, 0.0937], [0.2189, -0.1710, -0.2159], [-0.1092, 0.0844, -0.0658], [0.0511, 0.0641, -0.1035], [-0.0869, 0.0072, 0.2068], [0.1314, 0.1777, 0.1418], [0.0546, -0.0211, 0.0061], [-0.0296, -0.0961, 0.2538], [0.0296, 0.0308, 0.2545], [0.1646, -0.0662, -0.2206], [0.0900, 0.0416, -0.1523], [-0.1273, 0.1742, 0.1127], [0.1419, -0.0047, 0.2451], [-0.0388, 0.2876, 0.0264], [-0.1663, 0.1338, 0.0824], [-0.1095, 0.0018, -0.0426], [0.1358, -0.1357, -0.1719], [0.0806, 0.0075, -0.1497], [0.2424, -0.1030, 0.1911], [0.1234, -0.0548, -0.0490], [-0.1223, -0.1297, -0.0383], [-0.0612, 0.1035, -0.1106], [-0.0452, -0.0040, -0.1956], [0.0639, -0.0080, 0.0969], [-0.0923, -0.0431, -0.0048], [0.0930, 0.0957, -0.1216], [-0.2498, 0.0402, 0.0614], [0.1287, -0.2419, 0.0886], [0.0250, 0.0175, 0.0476], [-0.0406, 0.4684, 0.0865], [-0.0449, -0.1037, -0.0266], [0.0181, 0.0780, -0.0082], [-0.0412, 0.0007, -0.1513], [0.0671, 0.0889, -0.2507], [0.1607, -0.1413, 0.0956], [-0.1165, 0.2302, -0.0712], [-0.0419, 0.0446, 0.0348], [-0.0405, 0.0760, -0.0871], [0.2684, 0.3145, 0.0641], [0.0485, -0.0138, 0.0185], [-0.0140, -0.0997, -0.1300], [-0.1247, 0.3322, -0.1118], [-0.0281, -0.0221, 0.0647], [-0.2947, -0.0081, 0.0863], [-0.2706, 0.0020, -0.0803], [-0.2783, 0.0856, -0.3779], [0.0135, -0.1730, -0.0712]], "mulliken_charge": [1.988, -0.446, -0.607, -0.446, -0.438, -0.454, -0.055, -0.615, -0.641, -0.607, -0.348, -0.579, -0.609, -0.587, -0.773, -0.886, -0.058, -0.151, 0.107, 0.287, -0.648, -1.503, 0.452, 0.188, -1.045, -1.078, -1.333, -1.049, -0.754, 0.263, -0.925, 0.232, 0.281, 0.360, 0.034, 0.121, 0.214, 0.386, 0.378, 0.305, 0.329, 0.041, 0.326, 0.409, 0.380, 0.122, 0.022, 0.376, 0.279, 0.185, 0.505, 0.381, 0.028, 0.374, 0.202, 0.080, 0.189, 0.312, 0.374, 0.355, 0.385, -0.153, 0.331, 0.331, 0.311, 0.235, -0.070, 0.139, 0.312, 0.007, 0.321, 0.284, 0.422, 0.298, 0.467, 0.327, 0.293, 0.239, 0.294], "e_tot_ev": -59353.1914, "multiplicity": 1, "de_lowest_ev": 0.0000, "total_charge": -1, "lumo_ev": 2.73, "homo_lumo_gap_ev": 10.111}

> Number 2 is which compound?

C16H48F6O8P

> Which formula does entry 1 have?

C16H48BFN22O11